(1)
Here is a molecular structure, C44H62ClKN4O9 from OMol25. Energies are from ωB97M-V/def2-TZVPD.

XYZ file:
```
121
Properties=species:S:1:pos:R:3:forces:R:3:mulliken_charge:R:1
K -8.764 -5.940 21.760 1.2 -0.1 0.8 1.19
C -4.553 -7.164 16.166 1.1 2.2 4.1 -1.08
C -5.057 -7.982 17.412 0.5 -0.9 -0.2 -1.45
C -6.308 -7.525 18.049 -2.1 -0.1 -0.4 -0.37
C -7.625 -7.893 17.749 2.8 -0.6 -1.8 0.51
C -7.946 -8.817 16.581 -1.3 1.7 -0.8 -1.00
C -8.811 -8.114 15.462 -1.7 -0.2 1.8 -0.94
C -8.438 -7.040 18.527 -1.4 0.0 0.8 0.16
C -9.824 -7.128 18.630 -0.3 -0.8 -1.5 -0.16
C -10.762 -6.324 19.257 0.0 -0.4 0.8 0.41
C -12.207 -6.513 19.108 -0.4 1.0 0.8 0.52
C -12.987 -7.137 17.989 -2.1 1.5 2.5 -0.27
C -12.489 -6.537 16.724 0.5 0.7 -1.3 -1.13
C -12.772 -5.625 19.986 -0.5 0.1 0.4 0.39
C -11.690 -4.907 20.620 1.8 -0.8 -0.9 -0.53
C -11.746 -3.746 21.385 -2.1 -1.1 0.3 -0.55
C -10.669 -3.053 21.797 3.0 3.7 1.0 0.54
N -9.287 -3.311 21.656 -1.7 2.1 1.4 -0.22
C -8.620 -2.206 22.189 -1.5 -1.5 -0.2 0.49
C -7.233 -2.117 22.168 -0.9 0.6 -0.6 -0.62
C -6.340 -2.937 21.471 -0.7 -2.3 0.3 0.89
N -6.671 -4.194 21.006 2.3 1.6 0.5 -0.16
C -5.456 -4.631 20.471 -2.4 -1.4 -1.4 0.26
C -5.422 -5.696 19.583 -0.1 -0.4 0.5 -0.45
C -6.486 -6.475 19.046 4.5 0.3 -0.6 0.75
N -7.697 -6.200 19.265 -3.9 0.7 1.3 -0.15
C -4.386 -3.701 20.608 0.3 -0.4 -1.1 -0.20
C -4.938 -2.648 21.237 1.0 1.6 1.0 -0.21
C -4.221 -1.366 21.615 2.0 -0.2 0.3 -1.20
C -4.588 -0.223 20.680 2.5 2.3 1.1 -0.77
C -3.071 -3.817 19.883 1.4 0.4 0.8 -0.87
C -2.976 -3.534 18.346 0.9 2.0 1.7 -0.60
C -9.587 -1.162 22.759 0.1 0.0 -1.3 -0.77
C -10.831 -1.622 22.398 -0.2 -1.4 1.6 0.26
C -12.252 -1.065 22.681 -0.7 0.0 3.5 -0.70
C -12.859 -0.745 21.320 -3.6 5.5 -0.5 -0.94
C -9.215 0.267 23.268 -1.4 0.4 1.0 -0.54
C -9.498 1.347 22.220 -0.7 0.3 -4.1 -0.70
N -10.476 -5.362 20.211 -2.3 -0.6 -1.9 -0.82
C -14.237 -5.329 20.272 1.0 0.4 0.3 -1.39
C -14.961 -4.553 19.177 1.9 4.6 1.1 -1.12
H -3.583 -7.594 15.886 -0.2 0.7 -0.3 0.33
H -4.527 -5.943 16.536 0.4 -3.5 -1.0 0.04
H -5.246 -7.123 15.426 -1.9 -0.3 -2.5 0.41
H -4.305 -7.781 18.141 0.9 -0.2 0.7 0.56
H -5.053 -9.135 17.318 0.0 1.8 -0.4 0.43
H -8.502 -9.664 16.917 -0.3 -0.9 0.2 0.35
H -7.098 -9.134 16.005 1.0 -0.4 0.5 0.43
H -9.834 -7.908 15.916 1.3 0.4 -0.6 0.02
H -9.073 -8.736 14.617 0.4 -0.6 -0.3 0.48
H -8.352 -7.209 15.082 0.0 0.3 0.2 0.27
H -10.174 -7.977 17.992 -0.3 0.8 0.6 0.21
H -14.215 -6.836 18.298 3.5 -1.4 -1.4 0.21
H -12.844 -8.195 17.953 -0.3 -0.9 0.0 0.39
H -12.574 -5.467 16.648 -1.5 0.8 0.2 0.31
H -13.049 -7.042 15.916 1.0 0.4 -0.4 0.31
H -11.367 -6.391 16.677 -0.9 -1.8 -0.2 0.20
H -12.789 -3.494 21.650 0.9 0.6 0.1 0.04
H -6.876 -1.164 22.453 0.6 0.9 0.6 0.16
H -4.480 -6.004 19.197 1.0 0.0 -0.1 0.35
H -3.046 -1.515 21.630 -2.2 0.1 -0.3 0.28
H -4.394 -1.016 22.639 -0.4 -0.4 0.0 0.40
H -4.257 -0.521 19.658 -0.3 0.8 0.6 0.22
H -4.025 0.865 21.137 -1.4 -3.1 -1.8 0.22
H -5.639 -0.033 20.748 -0.6 0.1 -0.3 0.18
H -2.556 -4.790 20.043 -0.7 0.3 0.1 0.37
H -2.400 -3.105 20.440 -0.3 -0.4 -0.8 0.38
H -3.557 -4.158 17.755 -1.2 -1.3 -0.8 -0.09
H -1.921 -3.696 18.067 -0.3 0.3 -0.1 0.35
H -3.289 -2.484 18.113 0.4 -0.7 0.2 0.18
H -12.253 -0.074 23.614 0.1 -2.7 -3.4 0.14
H -12.989 -1.843 23.334 2.2 1.6 -2.0 0.27
H -12.475 0.485 21.016 -1.2 -3.8 0.7 0.18
H -14.247 -0.596 21.326 4.2 -0.5 0.2 0.18
H -12.661 -1.355 20.440 0.3 -0.2 0.6 0.37
H -8.113 0.402 23.536 -1.6 -0.6 0.1 0.28
H -9.974 0.618 24.177 2.2 -1.3 -1.8 0.27
H -10.602 1.280 21.667 3.0 -0.2 1.4 -0.05
H -8.656 1.492 21.350 -2.0 -1.1 1.8 0.15
H -9.476 2.345 22.591 -0.1 0.8 1.0 0.47
H -14.316 -4.857 21.258 0.2 0.4 -0.3 0.55
H -14.818 -6.230 20.484 0.1 -0.4 -0.5 0.42
H -14.798 -5.030 18.281 -0.5 -1.1 -2.2 0.42
H -14.668 -3.321 18.863 0.0 -3.5 1.4 0.11
H -15.923 -4.395 19.549 -2.1 -0.2 -0.3 0.47
C -7.486 -9.642 21.973 0.3 0.1 -0.2 -1.09
C -8.749 -9.398 21.137 -1.1 -1.4 2.0 0.20
O -9.691 -8.541 21.824 0.9 0.5 -0.7 0.23
C -10.813 -9.008 22.504 0.0 1.1 1.1 -0.66
C -10.523 -9.458 23.946 1.0 -1.3 -0.7 -0.48
O -10.020 -8.355 24.679 -0.1 -0.1 -0.1 -0.34
C -8.761 -8.672 25.239 -0.4 0.5 1.3 0.36
C -8.005 -7.414 25.667 -1.7 1.1 -1.6 -1.06
O -7.689 -6.548 24.563 -0.3 -0.5 0.7 -0.31
C -6.420 -6.741 23.986 0.3 0.7 0.9 -0.60
C -6.185 -8.105 23.401 1.4 -1.2 0.3 -0.49
O -7.248 -8.388 22.587 -0.7 0.3 -0.8 0.69
H -6.649 -9.951 21.284 -0.7 0.1 0.7 0.31
H -7.670 -10.424 22.741 0.3 0.2 -0.3 0.17
H -9.219 -10.372 20.961 0.0 0.0 -0.2 0.55
H -8.502 -8.970 20.210 0.2 0.9 -1.1 -0.46
H -11.325 -9.764 21.937 -0.4 -0.6 -0.2 0.44
H -11.479 -8.104 22.652 0.5 -0.9 -0.5 0.08
H -9.690 -10.245 23.975 -1.4 0.6 -0.3 0.26
H -11.460 -9.921 24.349 0.6 0.5 0.2 0.40
H -8.171 -9.267 24.577 0.4 -0.1 -0.7 -0.14
H -8.957 -9.323 26.104 0.3 0.2 0.3 0.34
H -7.131 -7.643 26.192 1.5 -0.7 0.9 0.47
H -8.613 -6.767 26.305 -0.2 -0.3 0.1 0.37
H -5.603 -6.580 24.729 -0.4 0.1 -0.1 0.47
H -6.363 -5.902 23.274 0.3 -0.6 -0.3 -0.07
H -5.986 -8.959 24.156 -0.4 1.3 -0.6 0.24
H -5.227 -7.992 22.860 -0.1 -0.3 -0.2 0.42
O -8.055 -13.083 21.572 -1.6 0.3 0.3 -0.63
Cl -6.753 -13.558 21.306 2.9 -1.2 0.2 1.77
O -5.934 -13.556 22.521 -0.5 0.4 0.0 -0.76
O -6.103 -12.670 20.360 -0.3 -0.3 -0.3 -0.67
O -6.746 -14.934 20.822 -0.6 0.9 -0.2 -0.73
O -3.424 -12.242 21.393 -0.8 -0.2 0.7 -0.68
H -4.252 -12.383 21.910 0.7 0.2 0.0 0.37
H -3.722 -12.703 20.608 0.1 0.0 -0.6 0.32
```
Positions in Å, forces in eV/Å.

Relative energy (zero: lowest compared OMol25 entry of this formula, charge and spin) ... 0.00 kcal per mole
E_tot ... -99854.42282 eV
Net charge ... -2
E_LUMO (alpha / beta) ... 3.77 / 3.77 eV
Kohn-Sham gap (alpha / beta) ... 0.19467 / 0.19460 hartree
HOMO energy (alpha / beta) ... -1.53 / -1.53 eV

***

(2)
Here is a molecular structure, C44H62ClN3O5Sn from OMol25. Energies are from ωB97M-V/def2-TZVPD.

XYZ file:
```
116
Properties=species:S:1:pos:R:3:forces:R:3:mulliken_charge:R:1
Sn -1.081 0.432 0.525 0.4 -2.9 -1.1 3.18
C -0.245 2.138 3.359 0.6 -0.4 0.2 -1.13
N -0.498 0.750 2.933 -1.4 -0.4 0.1 0.40
C -1.731 0.284 3.696 0.5 -0.5 -0.3 -1.18
C 0.663 -0.136 3.148 0.2 0.2 3.0 -1.14
C 1.753 0.097 2.120 0.3 -2.1 0.1 -1.06
N 1.311 -0.354 0.801 -0.7 2.6 -1.0 1.59
C 1.368 -1.773 0.509 -0.3 -1.2 -1.1 -1.44
C 0.737 -2.740 1.441 -0.4 0.9 1.6 -0.84
C 1.486 -3.626 2.229 -0.7 -0.5 0.0 -0.74
C 0.902 -4.731 2.838 -1.4 1.8 -0.8 -0.79
C -0.534 -4.778 2.828 1.7 0.0 -0.8 -0.29
C -1.292 -3.911 2.035 -0.2 1.0 1.1 -0.63
C -0.673 -2.680 1.552 1.4 -3.0 0.3 1.65
O -1.373 -1.669 1.128 -0.9 2.5 -0.7 -0.87
C -2.777 -4.172 1.772 0.2 -0.5 -1.2 2.19
C -3.666 -3.363 2.722 -0.5 -0.8 -0.5 -1.60
C -3.014 -3.837 0.238 -0.8 0.3 0.2 -1.25
C -3.144 -5.719 1.910 0.0 1.5 -0.5 -1.83
C 1.790 -5.892 3.112 0.0 -1.0 1.6 1.94
C 0.990 -7.131 2.714 -1.0 -0.6 0.5 -1.81
C 2.205 -5.997 4.616 -1.8 -1.5 -0.1 -1.53
C 3.144 -5.858 2.356 -1.2 -0.6 0.7 -1.97
C 2.173 0.314 -0.248 0.4 -0.5 0.2 -1.17
C 2.065 1.815 -0.347 -2.1 0.0 -0.1 -0.35
C 3.210 2.604 -0.127 1.0 -1.3 0.2 -0.41
C 3.113 3.950 0.015 -1.5 1.0 -0.4 -0.09
C 1.795 4.510 -0.213 2.5 -0.4 0.8 -0.02
C 0.681 3.881 -0.647 0.4 -2.5 -1.0 -0.59
C 0.760 2.384 -0.621 3.7 3.0 0.5 0.53
O -0.273 1.652 -0.913 -1.8 -1.6 0.6 -1.33
C -0.383 4.684 -1.391 -2.5 -0.1 0.9 2.19
C -0.447 4.251 -2.854 1.9 0.6 -0.5 -1.72
C -1.793 4.353 -0.721 1.9 -0.7 1.4 -1.21
C -0.142 6.211 -1.316 0.4 0.9 0.6 -1.86
C 4.272 4.911 0.328 -1.0 -0.3 -0.4 1.82
C 4.330 6.045 -0.761 -1.3 0.3 0.6 -1.36
C 3.916 5.560 1.694 1.7 -0.3 -0.3 -1.68
C 5.590 4.128 0.421 0.4 0.5 0.2 -1.77
H -0.050 2.227 4.456 -0.8 -0.2 -0.6 0.30
H -1.055 2.750 2.975 0.0 0.3 0.3 0.30
H 0.691 2.430 2.935 0.5 0.6 -0.6 0.41
H -1.526 0.187 4.778 0.3 0.1 -0.4 0.38
H -1.988 -0.718 3.313 -0.1 0.5 0.1 0.27
H -2.562 1.006 3.584 0.6 -0.5 -0.2 0.41
H 0.358 -1.176 3.369 -0.1 0.4 -1.2 0.42
H 1.032 0.100 4.196 0.2 0.2 -1.0 0.49
H 2.656 -0.542 2.325 -0.6 0.8 0.4 0.29
H 2.020 1.144 2.078 0.2 0.1 -0.1 0.41
H 2.428 -2.100 0.327 -0.7 0.4 0.1 0.55
H 0.748 -1.877 -0.437 1.2 0.1 0.7 -0.03
H 2.540 -3.537 2.467 0.2 0.4 -1.1 0.73
H -0.966 -5.584 3.406 -0.4 0.0 -0.5 0.43
H -3.485 -2.310 2.871 0.4 0.3 -0.4 0.14
H -3.599 -3.833 3.687 0.0 -0.2 0.6 0.37
H -4.693 -3.487 2.376 -0.2 0.2 0.1 0.49
H -2.526 -2.903 -0.058 -0.1 -0.3 0.1 0.07
H -4.103 -3.629 0.096 0.7 -0.5 -0.1 0.38
H -2.670 -4.634 -0.468 -0.3 0.4 0.8 0.27
H -2.982 -6.094 2.908 -0.3 0.0 0.5 0.38
H -2.433 -6.240 1.283 0.0 -0.3 -0.3 0.43
H -4.193 -5.915 1.570 0.9 0.2 0.3 0.35
H 0.065 -7.317 3.319 0.8 0.4 -0.2 0.33
H 1.557 -8.047 2.837 0.4 -0.2 -0.3 0.47
H 0.605 -7.024 1.703 0.3 -0.2 -0.3 0.39
H 1.265 -6.270 5.267 1.9 0.7 -1.0 0.28
H 2.688 -5.072 4.890 0.0 0.2 0.5 0.41
H 2.941 -6.827 4.665 -0.4 0.4 0.4 0.41
H 3.096 -5.396 1.393 0.0 0.0 -0.7 0.43
H 3.483 -6.887 2.323 0.2 -0.2 -0.3 0.44
H 3.822 -5.336 2.988 0.9 0.7 0.2 0.48
H 2.026 -0.244 -1.159 -0.8 0.2 -0.6 0.71
H 3.203 0.003 -0.016 0.1 0.4 0.3 0.43
H 4.212 2.087 -0.043 -1.3 0.5 0.0 0.20
H 1.746 5.539 0.002 -0.1 1.2 -0.3 0.50
H -0.592 3.187 -2.883 -0.3 -0.5 -0.4 0.28
H 0.527 4.497 -3.324 0.0 -0.5 0.3 0.36
H -1.084 4.808 -3.542 -0.8 -0.1 0.7 0.42
H -2.184 3.331 -0.875 0.3 0.6 -0.6 -0.08
H -2.488 5.110 -0.977 -0.9 0.5 -0.3 0.62
H -1.612 4.367 0.387 -0.4 0.4 -0.7 0.16
H 0.812 6.449 -1.842 -0.6 -0.1 0.4 0.38
H -0.027 6.599 -0.240 -0.3 -0.6 -1.5 0.31
H -0.938 6.835 -1.818 0.6 -1.0 0.5 0.37
H 3.527 6.834 -0.541 0.8 -1.2 -0.5 0.32
H 4.197 5.647 -1.790 0.2 0.3 0.7 0.26
H 5.254 6.602 -0.664 0.4 -0.1 -0.1 0.45
H 2.905 5.882 1.740 -1.0 0.0 0.1 0.38
H 4.502 6.464 1.730 0.4 0.4 0.5 0.45
H 4.186 4.923 2.564 -0.3 0.3 -0.6 0.31
H 5.804 3.471 -0.443 -0.3 0.4 0.3 0.35
H 5.498 3.492 1.332 0.6 0.4 -0.6 0.38
H 6.443 4.862 0.458 -0.7 -0.8 0.4 0.35
N -3.692 2.291 1.343 1.2 -0.9 0.1 -0.61
C -2.780 1.580 1.208 -0.9 0.5 -0.7 0.00
C -1.163 1.566 -6.590 -0.4 -1.8 1.0 -1.35
C -2.505 0.939 -6.653 -1.2 -2.2 -0.1 0.78
C -3.233 0.739 -7.900 0.0 -0.5 2.0 -0.60
C -4.499 0.144 -7.851 0.8 0.0 2.7 0.24
Cl -5.581 -0.064 -9.157 0.2 -0.1 -0.8 -0.22
C -4.995 -0.251 -6.584 -1.0 0.2 -0.1 -0.47
C -4.345 0.023 -5.352 -0.1 -1.6 -0.9 -0.47
C -2.973 0.328 -5.436 -0.9 1.8 -0.7 0.07
O -2.142 0.309 -4.323 -0.3 -0.1 0.0 0.04
C -2.024 -0.984 -3.686 -0.8 -0.1 -0.3 -0.88
C -1.386 -0.932 -2.275 0.2 0.2 -1.5 0.89
O -2.105 -0.388 -1.359 0.6 0.9 1.7 -1.05
O -0.271 -1.430 -2.205 0.0 0.3 0.9 -0.73
H -0.915 1.774 -5.553 0.1 0.4 -0.2 0.01
H -1.172 2.375 -7.225 0.4 2.1 -1.2 0.56
H -0.474 0.830 -6.945 0.9 -0.3 -0.3 0.31
H -2.747 0.798 -8.856 0.2 0.9 -0.2 0.38
H -5.962 -0.812 -6.649 0.7 0.9 0.6 0.31
H -4.881 -0.161 -4.383 0.8 -0.1 -1.1 0.45
H -1.414 -1.635 -4.307 0.3 0.1 0.0 0.35
H -3.006 -1.464 -3.624 0.0 0.2 0.2 0.38
```
Positions in Å, forces in eV/Å.

E_tot ... -79692.47178 eV
E_LUMO ... -1.13 eV
Kohn-Sham gap ... 0.23559 hartree
HOMO energy ... -7.54 eV